DFT (ωB97M-V/def2-TZVPD) results for C11H8NNiO7S3 as an isolated structure.

The spin multiplicity is 2. The calculation puts the total energy at -3708.33680 a.u. The largest force on an atom comes out at 0.5 eV/A. The calculation puts the lowest unoccupied orbital energy (spin up / spin down) at 4.8 / 4.8 eV. Its net charge is -2. The calculation puts the energy above the lowest of the compared OMol25 structures with the same formula, charge and spin at 0.0 kcal/mol. The calculation puts the frontier orbital gap (spin up / spin down) at 5.66 / 4.89 eV.

```
31
C11H8NNiO7S3 | the Open Molecules 2025 dataset | ωB97M-V/def2-TZVPD
Ni 0.37285 0.82557 0.11925
O 2.29534 0.67044 0.82242
N 2.82057 1.78002 1.26608
C 4.08163 1.72008 1.74350
C 4.74696 2.81577 2.23083
C 4.07780 4.04571 2.22869
C 2.79660 4.10477 1.74662
C 2.10853 2.97365 1.24533
S 0.52987 3.00276 0.64600
H 4.49952 0.72531 1.69734
H 5.75694 2.70700 2.60031
H 4.56466 4.93817 2.60442
H 2.24698 5.03617 1.73056
O -3.89499 0.89848 -0.83320
S -2.56177 0.35986 -0.58592
O -1.53062 0.94541 -1.43858
O -2.17711 0.31679 0.80942
C -2.69120 -1.37739 -1.10424
C -3.95324 -1.76917 -1.54207
C -4.21048 -3.06676 -1.96043
C -3.19014 -4.00004 -1.94731
C -1.92627 -3.62483 -1.51590
C -1.65311 -2.32718 -1.09058
S 0.05895 -2.04409 -0.54657
O 0.57643 -0.97319 -1.39452
O 0.71057 -3.32887 -0.77080
O -0.04145 -1.64574 0.84524
H -4.72851 -1.01609 -1.54279
H -5.20543 -3.34123 -2.29530
H -3.37086 -5.01977 -2.27148
H -1.10901 -4.33160 -1.49635
```



DFT (ωB97M-V/def2-TZVPD) results for C4H11N3O2 in the gas phase in a non-equilibrium geometry.

The calculation puts the total energy at -473.63013 a.u. The largest force on an atom comes out at 1.6 eV/A. The calculation puts the lowest unoccupied orbital energy at 0.9 eV. The calculation puts the energy above the lowest of the compared OMol25 structures with the same formula, charge and spin at 108.3 kcal/mol. As for the SMILES: CC(=O)NN(C)N(C)O. The calculation puts the frontier orbital gap at 9.59 eV.

```
20
C4H11N3O2 | the Open Molecules 2025 dataset | ωB97M-V/def2-TZVPD
C 0.34724 -2.43095 -0.05026
C 1.53770 -0.03248 1.04760
C -1.01821 2.09464 -1.16392
N 0.37638 -1.14404 -0.73599
N 0.46576 0.01083 0.07909
N -0.79154 0.41542 0.65879
C -0.63841 1.84510 0.26250
O -0.75619 -1.01763 -1.53850
O -0.35002 2.69042 1.06597
H -1.52232 -0.82391 -0.94976
H -0.79520 0.32671 1.67737
H 0.19081 -3.18551 -0.81783
H -0.44952 -2.51098 0.69697
H 1.31556 -2.60711 0.41835
H 1.33290 -0.73142 1.87089
H 1.66506 0.96266 1.46579
H 2.45375 -0.31449 0.53056
H -0.75081 3.10875 -1.44357
H -2.09288 1.96685 -1.26125
H -0.52006 1.37715 -1.81279
```



DFT (ωB97M-V/def2-TZVPD) results for a 9-piece molecular cluster, C12H42N6O9 overall in a non-equilibrium geometry.

The calculation puts the total energy at -1488.14012 a.u. The largest force on an atom comes out at 4.8 eV/A. The calculation puts the lowest unoccupied orbital energy at 0.4 eV. The calculation puts the energy above the lowest of the compared OMol25 structures with the same formula, charge and spin at 57.1 kcal/mol. As for the SMILES: NC(N)=O.NC(N)=O.NC(N)=O.CCO.CCO.CCO.CO.CO.CO. The calculation puts the frontier orbital gap at 9.97 eV.

```
69
C12H42N6O9 | the Open Molecules 2025 dataset | ωB97M-V/def2-TZVPD
C -0.01852 -0.43689 3.88029
O 0.84355 0.24829 4.40178
N -1.28816 -0.35276 4.37232
N 0.12216 -1.21081 2.82397
H -1.28660 0.08167 5.31123
H -1.82456 -1.18392 4.29952
H 1.00020 -1.10709 2.30082
H -0.69354 -1.56741 2.35864
C 1.47248 -0.80445 -3.77804
O 0.57881 -0.02930 -3.74732
N 2.52433 -0.77593 -2.97547
N 1.37195 -1.89453 -4.53451
H 2.57749 0.06764 -2.34589
H 3.04351 -1.58873 -2.80025
H 2.21256 -2.36265 -4.81463
H 0.66380 -1.85165 -5.26447
C -1.65443 1.12805 -0.80021
O -2.71725 1.50095 -0.31304
N -0.70154 0.48815 -0.00201
N -1.42766 1.42231 -2.14812
H 0.28982 0.54792 -0.22532
H -0.79900 0.79999 0.98284
H -0.63120 1.16410 -2.69791
H -2.27964 1.67323 -2.63979
C 1.38511 2.04170 -6.58198
O 0.13878 1.63631 -6.14101
H 1.52947 3.11393 -6.60846
H 2.16051 1.54686 -5.99174
H 1.63458 1.65630 -7.53409
H 0.20390 1.15247 -5.32927
C 2.98526 -1.56804 1.03072
O 2.79282 -0.26478 1.65375
H 2.10292 -2.03648 0.50529
H 3.61434 -1.34903 0.12052
H 3.55309 -2.29110 1.70213
H 3.22302 -0.23727 2.56100
C 3.64743 0.76479 4.74980
O 3.47559 -0.53666 4.15846
H 2.70554 1.35814 4.68752
H 3.81871 0.59434 5.82653
H 4.45146 1.19688 4.20944
H 2.62170 -0.84039 4.53830
C -3.85645 -4.03629 0.83184
C -2.64868 -3.68126 1.72090
O -2.45936 -2.30153 1.75908
H -4.86866 -3.69124 1.19689
H -3.99445 -5.10064 0.85702
H -3.72854 -3.76519 -0.22433
H -1.74232 -4.26637 1.29030
H -2.75020 -4.10180 2.71814
H -3.17769 -1.86233 1.34332
C -4.92463 1.83561 1.63351
C -4.20725 0.53206 2.04460
O -4.19144 -0.39293 0.96622
H -5.93544 1.45069 1.44302
H -4.38617 2.23717 0.76780
H -4.94223 2.61485 2.40216
H -4.54592 0.11105 2.96091
H -3.16431 0.80967 2.21303
H -3.53962 0.01781 0.36516
C 2.59965 3.06265 -2.62478
C 2.11782 2.68652 -1.24759
O 2.18817 1.26740 -0.93852
H 1.84965 2.95604 -3.40393
H 3.35024 2.30054 -2.92250
H 2.90854 4.08276 -2.59431
H 1.07936 2.96748 -1.02874
H 2.77764 3.17914 -0.56931
H 2.76951 1.19401 -0.16124
```



DFT (ωB97M-V/def2-TZVPD) results for C20H53FFeO7 as an isolated structure in a non-equilibrium geometry.

The spin multiplicity is 7. The calculation puts the total energy at -2683.87372 a.u. The largest force on an atom comes out at 3.4 eV/A. The calculation puts the lowest unoccupied orbital energy (spin up / spin down) at 0.6 / -1.3 eV. The calculation puts the frontier orbital gap (spin up / spin down) at 4.42 / 7.43 eV.

```
82
C20H53FFeO7 | the Open Molecules 2025 dataset | ωB97M-V/def2-TZVPD
Fe 1.81495 -0.24462 0.14691
C 4.67700 2.39877 -1.70357
C 3.29363 1.91965 -2.06459
O 2.53925 1.24777 -1.03148
H 5.29561 1.58247 -1.33063
H 4.68426 3.22527 -0.99299
H 5.19698 2.76890 -2.58716
H 3.24557 1.36953 -3.00436
H 2.74621 2.78555 -2.43694
F -0.07741 0.38694 0.11879
C -1.40280 0.43364 -3.69135
C -2.28253 -0.67977 -3.09924
C -2.62758 -1.83794 -4.09081
O -1.60640 -1.16199 -1.97463
H -0.55388 0.12930 -4.30357
H -1.15280 1.30359 -3.08408
H -1.88207 0.87684 -4.56426
H -3.19435 -0.20888 -2.73190
H -3.42805 -2.50060 -3.76179
H -1.78217 -2.51886 -4.18947
H -2.91602 -1.51645 -5.09157
H -1.77734 -0.66509 -1.17121
C 1.63195 2.15121 3.65652
C 2.10258 2.07007 2.27569
C 3.49739 2.67684 2.08537
O 2.33764 0.74674 1.90634
H 1.34815 3.15911 3.95934
H 2.39457 1.81979 4.36127
H 0.82650 1.43463 3.81732
H 1.36521 2.53275 1.61971
H 3.75047 2.57735 1.02984
H 4.33924 2.36367 2.70287
H 3.36121 3.75039 2.21587
H 2.94258 0.39968 2.56604
C -0.10122 -3.81192 2.25171
C 0.19462 -2.31176 2.32922
C 0.75311 -1.91847 3.70525
O 1.04372 -1.87988 1.28011
H -1.01063 -3.94036 2.83874
H 0.73890 -4.38850 2.63881
H -0.34258 -4.14371 1.24187
H -0.67220 -1.70838 2.05965
H 1.83152 -2.06494 3.76581
H 0.17288 -2.44568 4.46255
H 0.53534 -0.85230 3.76816
H 1.55231 -2.69409 1.28101
C -1.56428 5.16509 0.93069
C -1.11860 3.89000 0.21475
C 0.30474 3.97922 -0.36998
O -1.13839 2.88121 1.10485
H -2.64172 5.12014 1.08940
H -1.21325 6.00500 0.33117
H -1.08571 5.29446 1.90143
H -1.82657 3.59879 -0.56118
H 1.01674 4.12758 0.44191
H 0.38916 4.84805 -1.02276
H 0.55379 3.13618 -1.01445
H -0.90365 2.06574 0.65593
C -3.46805 -1.49652 0.88541
C -4.68220 -1.40862 1.73103
C -5.32896 -2.79683 2.02091
O -4.39072 -0.80187 2.99271
H -2.78335 -0.66865 0.70127
H -3.79710 -1.92430 -0.06161
H -2.80645 -2.27627 1.26273
H -5.42285 -0.79520 1.21793
H -4.50276 -3.50552 2.07806
H -5.76296 -3.23459 1.12196
H -6.07646 -2.80987 2.81412
H -4.10457 0.10618 2.86959
C 0.82030 -3.56328 -2.15647
C 1.84636 -2.43427 -2.14606
C 2.48369 -2.04525 -3.45654
O 1.21378 -1.30804 -1.61867
H 0.55646 -3.98241 -1.18548
H 1.25297 -4.51969 -2.45002
H -0.07415 -3.35580 -2.74383
H 2.63986 -2.85682 -1.52971
H 1.63235 -1.78820 -4.08683
H 3.16066 -2.81833 -3.82007
H 3.11910 -1.16079 -3.41104
H 0.29951 -1.28279 -1.91034
```